The following is a quantum chemistry calculation of a molecular structure, C16H13F5N4SSbSe4Ti, from OMol25.

ORCA input file:
```
! RIJCOSX wB97M-V def2-TZVPD def2/J DEFGRID3
* xyz -1 1
Sb -0.5100 -5.4257 -2.5300
Se 1.7245 -5.9940 -3.1083
Se 0.3735 -3.6925 0.0181
Se -1.5924 -3.7003 -3.7988
Se -1.8949 -6.8317 -1.1999
Ti 0.2955 -1.4651 0.0362
S 2.4410 -0.9889 -0.8445
F 2.2555 -0.5311 5.1492
F -2.0490 -0.2774 1.8539
F -2.2773 0.5048 4.4228
F 2.4949 -1.3271 2.5931
F -0.1243 0.3828 6.0765
N 3.5317 1.3648 -0.2913
N 1.2630 1.4613 -0.4834
N 0.1643 0.6553 -0.6343
N -1.6682 -1.1318 -0.9491
C -1.1608 2.5989 -1.3343
C -2.0221 0.1512 -1.2105
C 1.2945 -0.8828 3.0050
C -3.2888 0.4663 -1.6413
C 1.1998 -0.4807 4.3263
C -0.0120 -0.0143 4.8041
C 0.2306 -0.8406 2.1241
C 3.6399 2.7972 -0.0768
C -0.9517 1.1577 -1.0170
C 2.3637 0.7443 -0.5235
C -4.2153 -0.5575 -1.8391
C -1.1055 0.0462 3.9605
C -0.9534 -0.3653 2.6492
C -3.8453 -1.8575 -1.5957
C -2.5532 -2.1051 -1.1381
C 3.5978 3.5998 -1.3710
H 2.8202 3.0958 0.5762
H 3.6381 4.6695 -1.1589
H 4.5733 2.9770 0.4576
H 4.3622 0.8160 -0.4308
H 2.6745 3.3876 -1.9091
H -1.4010 2.7179 -2.3932
H -5.2137 -0.3269 -2.1875
H -4.5122 -2.6903 -1.7600
H 4.4406 3.3453 -2.0152
H -1.9948 2.9992 -0.7543
H -0.2597 3.1583 -1.1057
H -3.5520 1.4978 -1.8308
H -2.2216 -3.1081 -0.9203
*
```

Properties
Electronic energy in a.u.: -12429.6615
Largest force on an atom in Eh/bohr: 0.0107
Kohn-Sham gap in eV: 5.5099
ΔE to the lowest compared entry with this formula, charge and spin in kJ/mol: 0.0